# 1
Formula: C6H16
Source: the OMol25 dataset
Level of theory: ωB97M-V/def2-TZVPD

XYZ file:
```
22
Properties=species:S:1:pos:R:3:forces:R:3:nbo_charge:R:1
C 0.792 -1.400 1.613 -1.4 1.0 0.2 -0.61
C -0.073 -0.150 1.245 -1.7 -0.7 0.4 -0.22
C -0.990 0.357 2.414 1.5 0.7 -1.2 -0.61
C 0.706 0.988 0.702 2.2 1.6 -1.3 -0.63
H 0.644 -1.612 2.680 0.5 -0.2 -0.3 0.21
H 1.825 -1.335 1.316 0.4 0.2 0.2 0.21
H 0.322 -2.158 1.024 0.1 -1.1 0.0 0.21
H -0.833 -0.501 0.482 1.0 0.4 0.4 0.19
H -1.333 -0.448 3.058 -0.5 0.2 -0.1 0.21
H -0.430 1.116 2.959 0.3 -0.4 0.6 0.20
H -1.708 1.008 1.918 -0.9 -0.5 0.3 0.21
H 0.269 1.705 -0.005 -0.9 -0.3 0.4 0.22
H 1.223 1.645 1.419 -0.4 -0.4 0.5 0.21
H 1.557 0.669 0.089 -0.1 -0.4 0.1 0.21
C -0.971 -0.120 -2.753 -0.2 0.0 1.0 -0.61
C 0.518 0.133 -2.542 -0.3 0.2 -0.9 -0.60
H -1.382 0.158 -1.784 -0.6 -0.2 0.1 0.20
H -1.495 0.513 -3.452 0.2 0.1 -0.6 0.20
H -1.220 -1.175 -2.942 0.2 0.4 0.0 0.20
H 1.100 -0.228 -3.397 0.2 0.0 0.3 0.20
H 0.766 -0.380 -1.616 0.5 0.0 -0.2 0.20
H 0.712 1.216 -2.428 0.0 -0.5 0.0 0.20
```
Forces are in eV/Å.

Output
**ΔE to the lowest compared entry with this formula, charge and spin**: 91.3 kJ/mol
**Orbital gap**: 0.4370 Eh
**DFT total energy**: -6480.7113 eV
**SMILES string**: CC(C)C.CC
**Net charge**: 0

---

# 2
Formula: CH5NO2P
Source: the OMol25 dataset
Level of theory: ωB97M-V/def2-TZVPD

XYZ file:
```
10
Properties=species:S:1:pos:R:3:forces:R:3:nbo_charge:R:1
C -0.027 0.761 -1.390 1.5 -1.2 1.7 -1.22
N -1.097 -0.340 1.461 -2.4 -1.7 0.7 -1.08
O 1.524 -1.465 -0.707 0.0 1.3 -1.0 -1.12
O 1.335 0.350 1.005 0.9 1.2 -0.7 -1.13
P 1.118 -0.041 -0.423 -0.5 -1.9 0.7 2.09
H -0.415 1.690 -1.117 -0.3 1.4 0.8 0.21
H -0.558 -1.125 1.801 0.1 -0.1 0.3 0.35
H 0.169 0.682 -2.397 0.1 -0.6 -2.4 0.20
H -0.402 0.224 1.068 0.6 1.3 -0.2 0.37
H -1.648 -0.737 0.700 0.1 0.3 0.1 0.34
```
Forces are in eV/Å.

Output
**ΔE to the lowest compared entry with this formula, charge and spin**: 190.1 kJ/mol
**Orbital gap**: 0.3030 Eh
**DFT total energy**: -15993.4886 eV
**Net charge**: -1